95
Properties=species:S:1:pos:R:3:forces:R:3 method="wB97M-V/def2-TZVPD" spin_multiplicity=7 total_charge=-2 e_tot_ev=-219565.1003 homo_lumo_gap_ev="7.13 / 7.08" s2=12.011
Co -0.6124 0.9534 -1.8609 0.140 1.576 0.297
Co 0.7871 -1.2097 1.7355 0.704 -0.162 -0.071
Cl 1.8420 3.6125 -2.2340 -0.437 1.485 3.396
O 2.8348 3.4615 -3.2579 0.156 -0.057 -0.428
O 0.8746 4.6352 -2.5251 0.265 -0.090 -1.009
O 1.1320 2.3587 -2.0712 -0.893 -2.096 -0.656
O 2.4186 3.8907 -0.9332 0.352 -0.093 -1.524
Cl 1.4971 1.9871 3.2713 -2.690 5.591 -2.125
O 2.2980 2.3793 4.3841 0.780 -1.538 1.653
O 1.7369 0.6503 2.7977 0.236 -1.902 0.370
O 0.0610 2.1927 3.6150 1.552 -1.524 0.079
O 1.8180 2.9455 2.2304 -0.217 -1.586 0.236
Cl -2.9927 -1.8410 -1.6767 -1.780 0.006 1.472
O -2.3988 -0.5600 -1.9162 0.331 1.297 -0.604
O -4.3597 -1.8767 -2.1935 0.770 0.433 0.422
O -2.2470 -2.8391 -2.3527 1.025 -1.179 -0.418
O -3.0041 -2.0589 -0.2335 -0.035 -0.268 -0.931
Cl -1.7353 4.1370 -0.0155 -0.174 -1.973 1.212
O -1.6380 2.7565 -0.5643 0.292 -0.149 -0.131
O -2.8275 4.0598 0.9772 1.039 0.511 -0.780
O -0.4893 4.5173 0.5846 -0.972 -0.063 -0.319
O -2.0983 4.9884 -1.0974 -0.372 0.850 -0.529
B 0.2078 -0.2043 -0.1865 -0.094 -0.112 0.067
H -0.5871 0.5187 -0.0877 -3.198 2.913 0.728
H 0.5742 -0.2730 -1.1990 2.050 -0.520 -3.617
H 1.0173 0.0531 0.4788 3.136 1.748 2.073
H -0.2386 -1.1612 0.0357 -1.776 -3.819 0.746
B 2.6829 -2.4825 1.6388 0.574 -0.059 0.415
H 2.2989 -1.8164 0.8818 -1.309 2.648 -3.612
H 2.8388 -3.4937 1.2962 0.396 -3.662 -1.611
H 3.5594 -2.0518 2.0976 3.286 1.656 1.443
H 1.9485 -2.5657 2.4250 -2.938 -0.310 3.563
C -3.1339 1.0022 2.6082 0.677 -0.544 -0.585
N -2.4686 -0.3572 2.7602 -0.657 0.693 0.589
O -1.3697 -0.4999 2.2098 -1.801 -0.225 1.250
O -3.1217 -1.1658 3.4199 1.595 -0.123 -1.056
H -4.0931 1.0403 3.1244 0.351 -0.391 0.080
H -3.2800 1.0415 1.5287 0.142 0.648 0.002
H -2.4140 1.7274 2.9873 -0.001 0.100 -0.383
C -3.1733 3.5822 -4.1936 -0.586 -0.068 -0.769
N -2.0133 2.6760 -4.4438 -0.819 0.330 1.226
O -1.6387 1.9802 -3.5184 0.080 -0.322 -0.066
O -1.5387 2.7038 -5.5414 0.493 -0.343 -0.583
H -4.0908 3.0924 -4.5199 0.277 -0.565 -0.029
H -3.0148 4.3548 -4.9459 0.030 0.519 0.789
H -3.3343 3.8039 -3.1386 0.753 0.322 -0.132
C 4.9867 1.0029 -2.9333 -0.478 0.348 -0.320
N 4.1178 0.6042 -1.7559 1.809 1.546 1.780
O 4.2181 1.2420 -0.7126 0.245 -0.004 -1.153
O 3.4584 -0.3829 -1.8387 -1.130 -1.548 -1.072
H 4.3142 1.0617 -3.7890 0.027 0.042 0.098
H 5.7476 0.2473 -3.1291 -0.275 -0.241 0.385
H 5.4694 1.9662 -2.7683 -0.385 -0.128 0.329
C 1.0836 -2.3374 -4.1362 0.085 1.064 -0.088
N 1.0600 -0.7993 -4.2507 -0.854 0.891 0.975
O 0.2742 -0.1631 -3.5323 0.261 -1.335 -0.954
O 1.8696 -0.2295 -4.9373 -0.021 -0.857 -0.287
H 0.9629 -2.8054 -5.1132 0.335 0.468 -0.100
H 0.2741 -2.6888 -3.4964 0.278 0.533 0.146
H 2.0872 -2.4361 -3.7225 -0.254 -0.670 0.072
C -2.2045 -4.5027 2.4964 0.766 -0.624 -0.104
N -0.8279 -3.9231 2.7114 1.791 1.296 0.896
O -0.2028 -4.2611 3.7337 -1.529 0.558 -2.259
O -0.3861 -3.1150 1.8526 -1.648 -2.103 1.574
H -2.1133 -5.5418 2.8129 0.103 -0.043 -0.261
H -2.4110 -4.4044 1.4307 -0.289 0.230 0.300
H -2.9462 -4.0771 3.1724 0.356 0.689 -0.289
C -6.8074 0.6136 -1.5348 0.128 0.044 1.385
N -5.5380 1.2801 -1.9780 2.161 0.341 1.558
O -5.4284 1.6563 -3.1202 -0.736 -0.154 -0.762
O -4.6303 1.4588 -1.1431 -2.193 -0.721 -1.071
H -6.8199 0.7759 -0.4571 -0.130 0.276 -0.069
H -6.7717 -0.4739 -1.6002 0.414 0.145 -0.764
H -7.6929 1.0546 -1.9925 0.437 -0.048 -0.286
C 1.0934 -0.9993 6.4617 -0.080 -0.684 -0.745
N 0.1349 -1.3184 5.3058 -0.791 0.668 -0.308
O 0.5447 -1.6430 4.1781 -0.454 0.632 2.907
O -1.0479 -1.1988 5.6238 1.050 -0.418 -0.792
H 1.5757 -1.9583 6.6512 0.430 0.265 -0.107
H 0.5194 -0.7264 7.3472 -0.218 0.049 -0.496
H 1.7652 -0.1960 6.1591 0.035 -0.269 -0.205
C 5.8394 2.4831 2.4250 -0.368 -0.572 -0.715
N 5.4811 3.4715 1.3889 -0.621 1.409 -0.263
O 6.3027 3.8035 0.5700 2.188 -0.595 -0.912
O 4.4322 4.0327 1.4387 -1.501 -0.119 0.985
H 6.5932 1.8580 1.9464 0.187 0.139 0.532
H 4.9431 1.8925 2.6145 0.040 0.215 0.273
H 6.1578 3.0820 3.2783 0.090 -0.390 -0.015
C -0.1743 -5.1516 -0.7379 -0.085 -0.955 -1.207
N 0.8438 -4.4739 -1.6137 1.026 2.043 0.237
O 1.3773 -5.0439 -2.5430 -0.686 -1.875 -0.564
O 1.2020 -3.3469 -1.3567 -0.973 0.246 1.172
H 0.2540 -5.2448 0.2601 -0.068 0.049 -0.232
H -0.3274 -6.0846 -1.2803 0.294 -0.373 0.586
H -1.1682 -4.7051 -0.7677 0.496 0.956 0.067

---

81
Properties=species:S:1:pos:R:3:forces:R:3 method="wB97M-V/def2-TZVPD" spin_multiplicity=1 total_charge=-1 e_tot_ev=-91963.7237 de_lowest_kcal_mol=29.2 homo_lumo_gap_ev=8.65
N -0.6287 1.8477 0.0340 -1.660 -1.524 0.572
S 0.0725 0.4202 0.2530 2.315 -2.899 0.374
O -0.3946 -0.6254 -0.5873 -0.680 0.473 0.007
O 0.3211 0.1395 1.6334 -0.114 0.226 0.103
F 1.5507 0.5976 -0.2809 -0.235 1.346 -0.336
S -2.1837 1.4547 0.4818 -1.625 1.213 0.877
O -2.3602 0.5591 1.5721 0.734 -0.348 -0.076
O -3.1536 1.3365 -0.5599 0.858 0.520 -0.612
F -2.5043 2.8428 1.1909 0.143 0.342 -0.572
C 2.9183 -4.0062 -0.0228 0.532 0.576 -0.999
O 2.5884 -4.8272 0.8124 -0.042 -0.056 0.055
N 3.8641 -4.2569 -0.9938 -0.158 -0.085 0.148
N 2.3698 -2.7554 -0.1137 -0.591 -0.754 1.159
H 4.2247 -3.5133 -1.5626 0.065 -0.052 0.010
H 4.3087 -5.1531 -0.9875 0.115 0.013 0.046
H 1.6264 -2.6750 0.5621 -0.179 0.529 -0.254
H 2.5726 -2.0201 -0.7640 0.226 -0.138 -0.055
C -0.7901 -3.3283 2.8503 -1.019 0.190 -0.349
O -0.9801 -3.2868 1.6541 0.329 -0.026 -0.039
N -0.3706 -2.2378 3.5711 0.417 -0.099 0.058
N -1.0484 -4.4531 3.6039 0.137 -0.187 0.899
H -0.3665 -2.2357 4.5740 -0.001 0.057 -0.011
H -0.3097 -1.3588 3.0824 -0.065 0.039 -0.086
H -1.6763 -5.1501 3.2461 0.141 0.124 -0.519
H -1.1467 -4.3311 4.5989 0.095 0.021 -0.029
C -5.9828 -0.7236 -1.4965 0.324 -0.486 0.122
O -5.0800 -0.8385 -2.3075 -0.005 0.612 -0.150
N -5.8177 -0.1829 -0.2561 -0.424 -0.585 -0.918
N -7.2403 -1.2146 -1.7752 0.207 0.242 0.210
H -4.9066 0.1970 -0.0524 -0.154 0.075 0.322
H -6.6585 -0.0802 0.2771 0.399 0.453 0.536
H -7.9234 -1.3338 -1.0523 -0.225 0.128 -0.190
H -7.4850 -1.2404 -2.7464 -0.147 -0.293 0.040
C 3.8185 -1.2408 3.2287 -0.532 -0.817 -0.147
O 4.9801 -1.2503 3.6145 0.128 0.198 -0.039
N 2.9527 -2.2635 3.5062 -0.424 -0.393 0.456
N 3.3024 -0.2710 2.4328 0.697 0.350 0.219
H 3.2357 -3.0177 4.1038 0.445 0.157 -0.034
H 1.9628 -2.2615 3.3213 0.079 0.339 -0.290
H 4.0000 0.3964 2.1556 -0.353 0.241 -0.195
H 2.3472 -0.1942 2.1337 0.004 -0.066 0.035
C 0.6863 4.9600 -0.8556 -0.408 0.672 -0.027
O 1.1264 6.0480 -1.1902 0.270 -0.139 0.086
N 1.2511 3.7586 -1.2239 -0.759 1.511 0.930
N -0.4485 4.8198 -0.0959 0.129 -0.889 -0.166
H 0.6472 2.9753 -1.0301 0.983 -0.474 -0.622
H 2.1192 3.8870 -1.7040 -0.067 -0.799 -0.319
H -0.9452 5.5964 0.2928 0.224 0.214 -0.127
H -0.6825 3.8840 0.2058 -0.163 0.566 0.123
C 4.7929 0.7904 -0.7087 -0.504 -0.261 0.326
O 4.6287 -0.3659 -1.0536 0.081 -0.017 -0.215
N 4.1745 1.8358 -1.3417 0.124 0.058 0.120
N 5.5196 1.1150 0.4073 -0.103 -0.036 -0.633
H 4.4748 2.7854 -1.2292 -0.098 0.015 -0.005
H 3.4584 1.5986 -2.0015 0.104 0.045 -0.159
H 5.5710 2.0633 0.7277 0.321 -0.078 0.153
H 6.1345 0.3847 0.7197 0.074 0.180 0.398
C 1.1227 2.9669 3.3665 0.651 0.083 0.490
O 1.8370 3.2402 4.3238 -0.400 0.200 -0.163
N 1.5816 3.0156 2.0853 -0.258 -0.298 -0.251
N -0.1818 2.5732 3.4997 0.381 0.156 -0.044
H 0.9400 2.8425 1.3332 0.205 0.249 -0.088
H 2.4571 3.4611 1.8924 0.043 -0.038 0.104
H -0.6107 2.8135 4.3725 -0.196 -0.281 -0.030
H -0.6965 2.2309 2.7089 -0.204 0.049 0.306
C -2.2752 -2.8329 -3.6259 0.194 0.635 -0.406
O -1.6010 -3.8135 -3.8766 -0.070 -0.461 0.048
N -1.7849 -1.7308 -2.9832 -0.003 -0.221 0.102
N -3.5960 -2.6663 -4.0009 1.161 0.117 0.098
H -2.2348 -0.8419 -3.1033 0.008 0.025 0.163
H -0.8291 -1.7495 -2.6831 0.047 0.032 -0.039
H -4.0073 -3.5256 -4.3142 -0.477 0.124 0.200
H -4.0434 -1.9804 -3.4072 -0.929 -0.503 -0.249
C -1.4154 1.4246 -4.0483 0.397 -0.854 0.754
O -0.9986 0.8852 -5.0575 -0.183 0.444 -0.285
N -0.5794 1.6660 -2.9782 0.201 0.318 -0.613
N -2.7245 1.7288 -3.8201 -0.001 0.275 -0.145
H -0.8531 1.8497 -2.0294 -0.299 -0.019 -0.268
H 0.3831 1.4462 -3.1586 0.000 -0.089 0.051
H -3.0029 2.0911 -2.9260 -0.180 -0.195 0.041
H -3.4043 1.3051 -4.4238 -0.052 0.028 0.013

---

68
Properties=species:S:1:pos:R:3:forces:R:3 method="wB97M-V/def2-TZVPD" spin_multiplicity=1 total_charge=0 e_tot_ev=-49210.0829 de_lowest_kcal_mol=74.5 smiles="NC(N)=O.NC(N)=O.NC(N)=O.NC(N)=O.NC(N)=O.NC(N)=O.NC(N)=O.CO.CO" homo_lumo_gap_ev=9.31
N 3.0226 -9.2738 19.7593 -1.490 3.330 0.614
C 3.7288 -10.3069 19.3991 -1.070 -2.894 0.410
N 3.1297 -11.5367 19.4980 -0.480 -0.496 0.060
O 4.8443 -10.2109 19.0032 3.080 0.336 -1.213
H 3.5447 -8.4178 19.6378 -0.408 -0.069 0.301
H 2.1153 -9.2020 20.1972 0.346 -0.364 -0.137
H 2.2321 -11.6493 19.9470 0.359 -0.168 -0.110
H 3.7445 -12.3254 19.3565 -0.349 0.165 0.125
N 4.4322 -5.6250 14.6094 0.889 -0.024 -2.086
C 4.3574 -4.7954 15.6380 2.817 1.900 2.083
N 3.4797 -5.2079 16.5241 -2.642 -0.331 2.509
O 5.1661 -3.8627 15.9074 -1.428 -1.601 -1.279
H 5.1396 -5.3062 13.9629 -0.440 -0.559 -0.551
H 3.6292 -6.1866 14.3646 0.497 0.150 -0.388
H 3.4039 -4.7513 17.4219 0.165 0.107 -0.308
H 2.9192 -6.0389 16.4002 0.244 0.213 -0.005
N -0.5848 -3.6470 19.4699 -1.338 2.257 -8.312
C -0.2677 -4.0460 20.6129 -1.144 0.044 3.625
N -1.0186 -3.4707 21.5288 -0.729 0.813 1.126
O 0.5458 -4.8846 20.8237 3.739 -3.095 1.176
H -1.4368 -3.1360 19.2884 0.396 -0.093 0.024
H -0.0211 -3.8545 18.6579 -0.172 -0.186 0.287
H -0.8366 -3.7117 22.4926 -0.760 0.385 0.632
H -1.5466 -2.6900 21.1656 -0.021 -0.048 1.232
N 8.2647 -9.2302 20.7191 0.509 -0.433 -1.015
C 7.5503 -8.1715 21.1203 0.940 -0.478 1.146
N 6.8103 -8.3844 22.1976 -1.804 0.174 1.470
O 7.7141 -7.0591 20.6704 -0.174 1.252 -1.221
H 8.9475 -8.9474 20.0307 0.075 -0.913 0.111
H 8.1982 -10.1145 21.2026 0.406 0.245 -0.543
H 6.6632 -9.2710 22.6584 0.076 0.324 -0.284
H 6.3670 -7.5574 22.5712 -0.170 -0.232 0.416
N 0.2988 -4.0807 25.9898 0.673 1.365 3.338
C -0.0451 -4.4254 24.7660 -4.608 3.491 1.644
N 0.7382 -5.2878 24.3349 5.794 -4.904 -3.800
O -1.0250 -3.9857 24.2055 -1.589 0.778 -0.849
H -0.3320 -3.5808 26.5999 0.236 -0.154 -0.248
H 1.0588 -4.6292 26.3661 -0.495 0.419 0.728
H 0.8190 -5.4309 23.3384 -0.361 -0.160 -0.230
H 1.6512 -5.1210 24.7331 0.403 -1.018 -0.400
N 3.6858 -5.2233 23.5491 -5.160 1.545 -2.831
C 4.7653 -5.4121 24.1846 2.345 -0.032 1.332
N 5.2406 -4.3551 24.8429 1.935 0.951 1.881
O 5.3057 -6.4859 24.1819 1.707 -2.167 0.299
H 3.3936 -4.2651 23.4204 -0.115 -0.179 -0.346
H 3.4727 -5.8719 22.8048 -0.370 -0.100 -0.216
H 4.8663 -3.4255 24.9688 -0.099 -0.469 -0.330
H 6.0850 -4.6049 25.3375 -0.090 0.508 0.070
N 6.8135 -3.0504 18.2248 -0.124 1.302 -0.576
C 6.7529 -3.9681 19.1822 1.259 -0.614 0.377
N 6.6873 -5.2104 18.6876 -0.590 -1.152 -0.232
O 6.8698 -3.7098 20.3683 -0.653 0.316 0.983
H 6.9209 -2.1042 18.5614 0.108 -0.093 -0.743
H 6.9256 -3.4062 17.2862 -0.228 1.055 -0.045
H 6.8554 -5.9671 19.3352 0.071 -0.307 -0.108
H 6.4508 -5.3294 17.7129 0.126 -0.328 0.329
C 4.0792 -6.2700 20.3335 0.289 1.016 0.529
O 2.8790 -6.4644 21.0245 -0.716 -0.582 0.754
H 3.9526 -6.5831 19.2971 0.654 -0.097 -0.130
H 4.3313 -5.2111 20.3916 0.254 0.165 -0.504
H 4.8690 -6.7406 20.9189 0.107 -0.500 -0.625
H 2.2565 -5.7791 20.7706 -0.643 0.188 -0.071
C 2.9957 -2.5634 20.2795 0.400 -1.068 0.694
O 4.1061 -2.0701 19.5963 0.010 0.953 -0.251
H 2.3450 -3.1100 19.5970 -0.535 0.331 0.022
H 3.2585 -3.2908 21.0475 0.386 -0.404 0.059
H 2.5029 -1.8148 20.8999 -0.264 0.474 -0.714
H 4.8596 -2.6650 19.5953 -0.034 -0.239 0.315

---

The following max |F| values (in eV/A) correspond, in order, to the records above: 6.559, 3.729, 8.717.